{
  "formula": "C12H23CuN2O2P2",
  "method": "ωB97M-V with the def2-TZVPD basis set",
  "symbols": ["Cu", "P", "C", "C", "N", "C", "C", "C", "C", "C", "P", "H", "H", "H", "H", "H", "H", "H", "H", "O", "H", "H", "O", "H", "C", "H", "H", "H", "C", "H", "H", "H", "C", "H", "H", "H", "C", "H", "H", "H", "N", "C"],
  "coordinates": [[0.848, 0.141, 1.074], [-0.619, -1.372, 1.681], [-1.254, -2.041, 0.091], [-1.817, -0.911, -0.730], [-1.139, 0.223, -0.591], [-1.394, 1.292, -1.329], [-2.453, 1.298, -2.246], [-3.238, 0.149, -2.358], [-2.923, -0.980, -1.589], [-0.416, 2.443, -1.163], [1.068, 1.855, -0.253], [-3.505, -1.897, -1.649], [-2.615, 2.207, -2.821], [-4.066, 0.137, -3.066], [-0.130, 2.812, -2.159], [-0.884, 3.279, -0.618], [-0.308, -2.427, -0.393], [-1.961, -2.866, 0.235], [2.669, -1.881, -0.809], [1.739, -2.270, -0.723], [1.556, -2.811, -1.517], [3.644, -0.442, 0.297], [3.775, -0.735, -0.633], [4.740, -0.819, -0.744], [2.050, 1.348, -1.683], [2.065, 2.128, -2.449], [3.057, 1.093, -1.346], [1.604, 0.437, -2.090], [1.832, 3.361, 0.405], [2.865, 3.113, 0.674], [1.824, 4.180, -0.325], [1.309, 3.644, 1.327], [-2.099, -1.121, 2.706], [-2.647, -2.061, 2.835], [-1.764, -0.739, 3.675], [-2.756, -0.366, 2.268], [0.084, -2.893, 2.387], [0.628, -2.589, 3.290], [-0.720, -3.600, 2.646], [0.796, -3.323, 1.670], [0.154, 1.839, 3.476], [0.402, 1.164, 2.547]],
  "mulliken_spin": [0.52, 0.05, 0.06, -0.02, 0.02, -0.02, 0.01, 0.00, -0.01, 0.00, 0.12, 0.00, 0.00, 0.00, 0.00, 0.00, 0.00, 0.01, 0.00, 0.02, 0.00, 0.00, 0.00, 0.00, 0.01, 0.00, 0.00, 0.00, 0.00, 0.00, 0.00, 0.00, 0.00, 0.00, 0.00, 0.00, 0.01, 0.00, 0.00, 0.00, -0.02, 0.22],
  "molar_mass_g_mol": 352.822,
  "total_charge": 1,
  "e_tot_ev": -83103.626,
  "s2": 0.755,
  "multiplicity": 2
}